No. 1
The following is a quantum chemistry calculation of a structure of composition C38H48BiN3O2S4, from the Open Molecules 2025 dataset.

Last column: Löwdin charge in e.
CARTESIAN COORDINATES (ANGSTROEM)
Bi (2.541, -1.102, -0.003)  1.5874
C (-3.891, 1.921, 0.921)  -0.0442
C (-3.688, 0.934, 2.079)  -0.5522
C (-4.621, -0.269, 1.882)  -0.0376
C (-4.074, 1.638, 3.380)  -0.0668
C (-2.240, 0.440, 2.092)  -0.1498
C (-1.708, -0.120, 0.961)  0.0277
C (-0.380, -0.607, 0.949)  -0.1963
N (0.264, -1.103, -0.114)  -0.0344
C (-0.263, -1.265, -1.401)  -0.2080
C (-1.555, -1.694, -1.667)  0.0132
C (-2.014, -1.780, -2.974)  -0.1667
C (-1.141, -1.379, -3.979)  0.0175
C (0.181, -0.979, -3.764)  -0.0855
C (0.667, -1.030, -2.448)  -0.3030
O (1.943, -0.874, -2.125)  -0.3446
C (1.012, -0.572, -4.990)  -0.5341
C (0.211, 0.441, -5.825)  -0.0561
C (2.353, 0.094, -4.663)  -0.0629
C (1.289, -1.819, -5.841)  -0.0411
C (-3.422, -2.309, -3.244)  -0.5572
C (-3.516, -3.762, -2.762)  -0.0448
C (-4.449, -1.460, -2.483)  -0.0477
C (-3.777, -2.269, -4.730)  -0.0673
C (0.444, -0.491, 2.149)  -0.2831
O (1.643, -0.940, 2.088)  -0.2548
C (-0.106, 0.129, 3.306)  -0.0801
C (-1.420, 0.536, 3.242)  0.0279
C (0.652, 0.356, 4.624)  -0.5269
C (0.010, -0.510, 5.717)  -0.0420
C (2.149, 0.024, 4.587)  -0.0569
C (0.535, 1.838, 5.016)  -0.0481
H (-4.920, 2.288, 0.919)  0.0852
H (-3.222, 2.778, 1.018)  0.0899
H (-3.704, 1.456, -0.047)  0.0729
H (-5.664, 0.055, 1.890)  0.0869
H (-4.428, -0.766, 0.930)  0.0651
H (-4.483, -1.004, 2.677)  0.0926
H (-5.100, 2.002, 3.302)  0.0853
H (-4.028, 0.964, 4.238)  0.0859
H (-3.431, 2.496, 3.583)  0.0883
H (-2.287, -0.158, 0.053)  0.0934
H (-2.178, -2.007, -0.841)  0.1142
H (-1.494, -1.396, -5.000)  0.0908
H (-0.067, 1.306, -5.219)  0.0892
H (0.820, 0.792, -6.661)  0.0818
H (-0.702, 0.017, -6.242)  0.0710
H (2.223, 0.962, -4.015)  0.0839
H (3.043, -0.584, -4.169)  0.0737
H (2.803, 0.432, -5.600)  0.0819
H (0.362, -2.295, -6.165)  0.0786
H (1.864, -1.553, -6.731)  0.0842
H (1.863, -2.552, -5.271)  0.0918
H (-3.327, -3.840, -1.690)  0.0789
H (-4.511, -4.168, -2.959)  0.0834
H (-2.782, -4.387, -3.275)  0.0916
H (-4.288, -1.505, -1.404)  0.0588
H (-4.390, -0.413, -2.788)  0.0903
H (-5.462, -1.818, -2.680)  0.0849
H (-3.097, -2.882, -5.325)  0.0861
H (-4.786, -2.659, -4.874)  0.0842
H (-3.754, -1.251, -5.124)  0.0876
H (-1.848, 0.981, 4.129)  0.0914
H (0.118, -1.570, 5.482)  0.0930
H (0.493, -0.324, 6.679)  0.0855
H (-1.055, -0.296, 5.827)  0.0775
H (2.336, -1.025, 4.375)  0.0863
H (2.677, 0.612, 3.836)  0.0639
H (2.568, 0.265, 5.568)  0.0863
H (-0.491, 2.130, 5.243)  0.0742
H (1.137, 2.035, 5.905)  0.0833
H (0.896, 2.480, 4.210)  0.0873
S (5.569, -1.783, -1.135)  0.0221
S (5.402, -3.718, -1.032)  -0.0612
S (4.352, -4.146, 0.708)  -0.1241
S (2.381, -3.769, 0.245)  -0.0736
C (1.030, 3.449, -0.744)  -0.0370
C (1.937, 4.324, -0.176)  -0.0479
C (2.948, 3.820, 0.625)  -0.0092
C (3.024, 2.449, 0.842)  -0.2008
N (2.157, 1.605, 0.273)  0.0560
C (1.188, 2.096, -0.499)  -0.1035
C (4.064, 1.858, 1.741)  -0.2253
C (4.729, 2.630, 2.688)  -0.0137
C (5.653, 2.020, 3.520)  -0.0522
C (5.886, 0.663, 3.388)  -0.0457
C (5.176, -0.030, 2.421)  -0.1300
N (4.290, 0.550, 1.619)  0.0388
H (0.224, 3.794, -1.376)  0.1105
H (1.867, 5.389, -0.355)  0.1124
H (3.678, 4.487, 1.058)  0.1064
H (0.518, 1.369, -0.944)  0.1064
H (4.511, 3.682, 2.801)  0.1053
H (6.176, 2.600, 4.269)  0.1112
H (6.592, 0.144, 4.021)  0.1085
H (5.314, -1.097, 2.279)  0.1040

Results
F_max   0.006 Eh/bohr
HOMO-LUMO gap (spin up / spin down)   5.0 / 5.8 eV
Total energy   -3598.9929 a.u.
Energy relative to the best compared isomer or geometry (same formula, charge and spin)   0.0 kcal/mol
Net charge   0
LUMO level (spin up / spin down)   -0.06807 / -0.05581 Eh
HOMO level (spin up / spin down)   -6.8 / -7.3 eV

=====

No. 2
The following is a quantum chemistry calculation of a structure of composition C38H48CoF2N7O6PS in a non-equilibrium geometry, from the Open Molecules 2025 dataset.

Last column: Löwdin spin population.
CARTESIAN COORDINATES (ANGSTROEM)
Co (-0.312, 0.228, 0.849)  0.9443
N (0.536, 3.499, -0.716)  0.0001
C (-0.567, 4.149, -0.008)  -0.0004
C (-0.127, 5.224, 1.012)  0.0000
C (1.085, 6.061, 0.613)  0.0000
C (2.397, 5.319, 0.850)  0.0000
N (2.485, 4.836, 2.231)  0.0000
C (2.046, 3.640, 2.649)  0.0001
N (1.936, 2.600, 1.852)  0.0005
N (1.775, 3.483, 3.957)  0.0002
C (-1.451, 3.163, 0.791)  -0.0001
O (-2.464, 3.618, 1.313)  -0.0005
O (-0.996, 1.980, 0.906)  0.0020
H (0.643, 2.569, -0.324)  0.0004
H (0.248, 3.319, -1.670)  -0.0001
H (-1.210, 4.627, -0.747)  0.0000
H (0.070, 4.746, 1.977)  0.0000
H (-0.987, 5.871, 1.176)  0.0000
H (1.095, 6.995, 1.184)  0.0000
H (1.025, 6.328, -0.446)  0.0000
H (3.255, 5.963, 0.661)  0.0000
H (2.430, 4.480, 0.166)  0.0000
H (2.521, 5.552, 2.937)  0.0000
H (2.089, 2.683, 0.859)  0.0001
H (1.352, 1.805, 2.129)  0.0005
H (1.601, 4.284, 4.537)  0.0000
H (1.357, 2.615, 4.257)  0.0001
F (-5.563, -0.776, 1.618)  0.0000
C (-4.310, -1.218, 1.415)  -0.0005
C (-3.266, -0.309, 1.363)  -0.0010
C (-1.969, -0.781, 1.203)  -0.0148
C (-1.749, -2.168, 1.081)  -0.0015
C (-2.842, -3.024, 1.065)  -0.0004
F (-2.667, -4.355, 0.830)  -0.0001
C (-4.131, -2.579, 1.241)  -0.0010
C (-0.343, -2.562, 1.016)  -0.0012
C (0.164, -3.829, 1.293)  0.0005
C (1.529, -4.034, 1.276)  -0.0015
C (2.366, -2.965, 0.991)  -0.0003
C (1.797, -1.732, 0.748)  -0.0030
N (0.480, -1.531, 0.745)  -0.0092
H (-3.470, 0.753, 1.458)  0.0000
H (-4.972, -3.259, 1.217)  -0.0001
H (-0.515, -4.631, 1.543)  0.0000
H (1.938, -5.010, 1.506)  -0.0001
H (3.442, -3.074, 0.990)  0.0000
H (2.403, -0.860, 0.537)  -0.0003
C (4.899, 2.732, -1.479)  0.0000
P (3.769, 1.327, -1.604)  0.0001
C (2.879, 1.581, -3.152)  -0.0001
C (4.775, -0.139, -1.925)  0.0000
O (2.931, 1.186, -0.378)  0.0013
H (5.565, 2.811, -2.340)  0.0000
H (5.485, 2.631, -0.563)  0.0000
H (4.286, 3.633, -1.406)  0.0000
H (3.569, 1.564, -3.997)  0.0000
H (2.359, 2.540, -3.130)  0.0000
H (2.132, 0.794, -3.252)  -0.0001
H (5.401, -0.007, -2.809)  0.0000
H (4.093, -0.976, -2.086)  0.0000
H (5.399, -0.360, -1.058)  0.0000
O (1.090, -1.455, 3.641)  0.0069
C (0.665, -0.305, 3.700)  0.0059
O (0.587, 0.548, 2.734)  0.0201
C (0.124, 0.215, 5.015)  0.0003
C (0.561, -0.325, 6.218)  0.0006
C (0.047, 0.138, 7.421)  -0.0001
C (-0.931, 1.126, 7.427)  0.0007
C (-1.391, 1.650, 6.225)  -0.0001
C (-0.861, 1.200, 5.022)  0.0006
H (1.302, -1.115, 6.190)  0.0001
H (0.403, -0.277, 8.356)  0.0000
H (-1.346, 1.472, 8.366)  0.0000
H (-2.171, 2.402, 6.222)  0.0000
H (-1.234, 1.572, 4.074)  0.0001
C (0.848, -4.697, -3.243)  0.0000
C (-0.672, -4.686, -3.082)  0.0001
C (-1.147, -3.655, -2.069)  0.0019
N (-0.726, -2.293, -2.435)  0.0133
C (-1.360, -1.153, -2.128)  0.0204
S (-0.483, 0.240, -1.763)  0.0062
N (-2.723, -1.099, -2.117)  0.0045
C (-3.716, -1.835, -2.785)  0.0010
O (-4.826, -1.878, -2.323)  0.0020
C (-3.409, -2.388, -4.136)  0.0001
C (-2.607, -1.702, -5.040)  0.0002
C (-2.454, -2.182, -6.333)  0.0000
C (-3.084, -3.356, -6.719)  -0.0001
C (-3.883, -4.046, -5.814)  0.0000
C (-4.060, -3.552, -4.533)  0.0000
H (1.166, -5.539, -3.859)  0.0000
H (1.343, -4.790, -2.270)  0.0000
H (1.204, -3.785, -3.728)  0.0000
H (-1.011, -5.667, -2.739)  0.0000
H (-1.149, -4.489, -4.045)  0.0000
H (-0.736, -3.890, -1.084)  0.0005
H (-2.228, -3.687, -1.979)  0.0000
H (0.272, -2.152, -2.418)  0.0003
H (-3.096, -0.409, -1.470)  0.0002
H (-2.122, -0.778, -4.747)  0.0004
H (-1.844, -1.636, -7.041)  0.0000
H (-2.961, -3.730, -7.728)  0.0000
H (-4.380, -4.960, -6.113)  0.0000
H (-4.701, -4.059, -3.822)  0.0000

Results
F_max   0.027 Eh/bohr
HOMO-LUMO gap (spin up / spin down)   7.2 / 7.7 eV
2S+1   2
Total energy   -4633.7797 a.u.
Energy relative to the best compared isomer or geometry (same formula, charge and spin)   47.2 kcal/mol
Net charge   0
LUMO level (spin up / spin down)   0.00239 / 0.00317 Eh
HOMO level (spin up / spin down)   -7.1 / -7.6 eV